No. 1
{
  "formula": "C17H19NO3",
  "method": "wB97M-V/def2-TZVPD",
  "homo_ha": -0.30159,
  "relative_energy_kcal_mol": 340.45,
  "orbital_gap_ha": 0.32455,
  "e_tot_ev": -25556.15440,
  "elements": ["O", "O", "O", "N", "C", "C", "C", "C", "C", "C", "C", "C", "C", "C", "C", "C", "C", "C", "C", "C", "C", "H", "H", "H", "H", "H", "H", "H", "H", "H", "H", "H", "H", "H", "H", "H", "H", "H", "H", "H"],
  "coordinates": [[-1.5183, -1.9318, -0.7814], [3.8031, 2.4160, -0.6593], [0.8187, -2.6378, 0.9269], [-0.7376, -1.2216, 1.6855], [0.6518, -1.5830, 1.1327], [-3.8949, -1.7299, -1.2886], [2.0209, 1.9237, 0.5518], [2.9751, 1.6331, -0.2344], [-1.3174, -1.7163, -2.1244], [-5.3878, -1.9693, 0.7572], [1.3107, -0.1594, 0.7481], [-3.0899, -1.8876, 0.9042], [3.7306, 3.8209, -0.2197], [-5.2120, -1.6254, -0.5215], [3.2269, 0.3204, -0.7664], [-2.7381, -1.7688, -0.2503], [1.2303, 1.0172, 1.2022], [-4.2590, -1.8646, 1.5443], [4.8756, 4.7013, -0.8834], [-1.7520, -2.0542, 1.9065], [2.3838, -0.7121, -0.3308], [3.8423, 0.1760, -1.4940], [4.0889, 3.7885, 0.7388], [4.7840, 4.6577, -1.9793], [-1.2899, -3.1733, 1.6624], [6.0388, 4.2654, -0.6171], [0.4934, 1.2059, 1.9015], [-6.4164, -1.7459, 1.2068], [-6.0720, -1.4314, -1.2157], [2.5415, -1.7258, -0.4876], [4.8845, 5.8518, -0.3896], [-4.2940, -2.1719, 2.6273], [-1.0318, -0.2963, 1.3426], [2.9200, 4.2266, -0.2424], [1.9678, 2.9631, 1.1672], [-1.9971, -2.2123, 2.7801], [-1.7415, -0.9303, -2.6819], [-3.8207, -1.7411, -2.1998], [-1.6709, -2.8885, -2.8849], [-0.3477, -1.7891, -2.5338]],
  "forces_ev_per_a": [[2.03, 0.57, 0.22], [5.69, 7.95, -3.34], [4.27, -12.02, -2.48], [4.19, 4.57, -0.82], [-7.53, 14.87, 3.21], [-1.98, 0.92, 15.97], [-3.69, 6.08, 6.63], [-0.15, -6.23, -2.03], [-1.26, -5.19, -2.97], [-2.10, 2.86, 3.04], [3.34, -12.71, -4.24], [4.43, -0.72, 13.34], [11.61, -4.05, -1.42], [2.19, -0.66, -7.48], [-6.53, -1.95, 4.84], [-2.67, 0.32, -16.41], [-0.83, 1.70, -0.07], [-2.49, -2.59, 1.93], [2.12, 0.25, 1.49], [-0.08, -4.97, -9.85], [-0.52, 6.79, 2.71], [4.27, -0.59, -4.10], [0.26, -0.14, 2.89], [0.11, 0.60, 0.41], [-1.16, 2.23, 0.13], [-3.53, 1.04, -0.65], [-1.06, 0.96, 1.59], [1.42, -1.02, -0.57], [0.62, -0.36, 0.92], [-0.21, -1.60, -0.50], [-0.33, -3.23, -1.64], [0.08, 0.86, -1.10], [0.48, -0.62, 0.49], [-9.65, 4.18, -0.93], [0.35, -2.15, -2.17], [-3.09, -0.76, 8.99], [-1.33, 1.24, 0.24], [0.68, 0.22, -9.59], [0.25, 3.20, 2.19], [1.80, 0.15, 1.13]]
}



No. 2
{
  "formula": "C4H12N2S2",
  "method": "wB97M-V/def2-TZVPD",
  "homo_ha": [-0.09232, -0.09243],
  "s2": 0.7550,
  "relative_energy_kcal_mol": 14.30,
  "multiplicity": 2,
  "orbital_gap_ha": [0.20104, 0.20049],
  "e_tot_ev": -28992.32098,
  "total_charge": -1,
  "elements": ["S", "S", "N", "N", "C", "C", "C", "C", "H", "H", "H", "H", "H", "H", "H", "H", "H", "H", "H", "H"],
  "coordinates": [[-2.5148, -0.1842, 1.1329], [2.3744, -0.2839, -1.2337], [1.8946, 1.1442, 2.4989], [-2.1969, 0.5325, -1.9856], [-1.1989, -0.2495, -1.2960], [1.2939, 0.6663, 1.1941], [-1.7318, -1.1853, -0.2073], [2.1319, -0.3375, 0.5028], [-2.7349, 1.0583, -1.3075], [-2.5406, -1.7742, -0.6375], [-0.5119, 0.4026, -0.7964], [1.6041, 0.7879, -1.4534], [0.3099, 0.2624, 1.4656], [-0.9706, -1.8578, 0.1781], [2.3676, -1.3410, 0.8337], [2.2114, 0.2964, 2.9659], [-0.5840, -0.7593, -2.0529], [2.7556, 1.6195, 2.2480], [1.1902, 1.5628, 0.5836], [-2.8046, -0.0492, -2.5389]],
  "forces_ev_per_a": [[0.29, -0.18, 0.01], [0.06, 0.16, 0.48], [0.05, -0.54, -0.74], [0.32, 0.72, -0.41], [0.23, -0.87, -0.02], [0.31, 0.16, 1.43], [-0.88, 0.74, -0.02], [0.31, -0.24, -1.47], [-0.20, -0.25, 0.15], [0.05, -0.41, -0.18], [0.31, 0.74, 0.25], [0.01, 0.03, -0.17], [-0.18, 0.18, -0.31], [0.28, -0.06, 0.01], [-0.18, 0.15, 0.61], [-0.11, 0.17, 0.25], [-0.22, -0.26, 0.03], [0.12, 0.07, 0.08], [-0.32, -0.15, -0.13], [-0.25, -0.17, 0.13]]
}



No. 3
{
  "formula": "C5H13NSi",
  "method": "wB97M-V/def2-TZVPD",
  "homo_ha": [-0.23145, -0.28648],
  "relative_energy_kcal_mol": 124.13,
  "orbital_gap_ha": [0.25194, 0.29089],
  "e_tot_ev": -14758.67730,
  "elements": ["Si", "N", "C", "C", "C", "C", "C", "H", "H", "H", "H", "H", "H", "H", "H", "H", "H", "H", "H", "H"],
  "coordinates": [[-1.9535, -0.3640, 0.2623], [-2.5321, -1.4709, 1.5026], [-0.8632, 1.3699, 2.3468], [1.4680, 0.0584, -2.0257], [2.1815, 0.6770, -0.8411], [1.0234, -1.3035, -1.5185], [-1.2609, 1.1595, 1.0383], [-0.8757, 1.7111, 0.3114], [2.1176, -0.2141, -2.8437], [2.9823, 1.5377, -1.1698], [1.4777, 0.9620, -0.0508], [-3.1508, -2.2180, 1.3544], [-1.8901, -1.5225, 2.2540], [1.6857, -1.8752, -0.7972], [2.7342, -0.0147, -0.3191], [0.4713, 0.5275, -2.4283], [-0.1969, 2.1652, 2.7535], [-2.6472, -0.2247, -0.9785], [0.3527, -1.8426, -2.0967], [-1.1241, 0.8819, 3.2458]],
  "forces_ev_per_a": [[1.13, -0.70, 2.04], [0.36, 2.16, -1.79], [0.37, 1.23, -1.37], [-2.25, -1.54, 0.80], [0.72, 4.08, -1.68], [1.30, 0.41, 1.57], [-0.87, -2.80, 4.61], [1.81, 2.99, -2.86], [0.43, 0.62, -0.60], [-2.27, -1.72, 1.03], [-0.02, 0.73, -0.46], [-0.51, -1.02, 0.04], [0.25, -0.50, 0.82], [-0.97, 0.79, -0.98], [1.65, -1.97, 0.68], [2.22, -0.16, 0.70], [-0.31, -0.06, -1.41], [-0.85, 0.08, -0.56], [-1.17, -1.13, -0.89], [-1.02, -1.50, 0.31]]
}



No. 4
{
  "formula": "C5H5BrNO",
  "method": "wB97M-V/def2-TZVPD",
  "homo_ha": -0.08279,
  "relative_energy_kcal_mol": 9.34,
  "orbital_gap_ha": 0.21311,
  "e_tot_ev": -78843.44054,
  "total_charge": -1,
  "elements": ["Br", "O", "N", "C", "C", "C", "C", "C", "H", "H", "H", "H", "H"],
  "coordinates": [[-4.0160, 0.2472, -0.0186], [-2.4356, -2.0618, -0.4511], [-1.6306, -1.0663, 0.2296], [-0.1550, -1.2534, 0.3851], [-2.1242, 0.1785, 0.2235], [0.0398, 1.0494, -0.1820], [-1.2773, 1.2697, 0.2904], [0.5772, -0.1365, -0.2989], [0.0678, -1.2343, 1.4251], [0.6186, 1.8692, -0.7131], [0.1455, -2.3086, 0.2200], [-1.8487, 2.1764, 0.3352], [1.4921, -0.2163, -0.8724]],
  "forces_ev_per_a": [[0.36, 0.45, 0.18], [1.97, 1.01, 1.33], [-1.97, -1.40, -2.00], [-0.40, -0.65, -0.24], [1.45, -1.74, 0.46], [0.40, 3.28, -1.35], [-1.77, 0.17, 0.18], [0.88, -2.11, -0.01], [-0.04, 0.64, 1.53], [-0.91, -0.58, 0.94], [-0.57, 0.67, -1.03], [0.63, 0.79, -0.01], [-0.03, -0.54, 0.03]]
}